(1)
Entry from the OMol25 dataset: C13H26CeClINOP2S as an isolated structure in a non-equilibrium geometry (wB97M-V/def2-TZVPD).

Atoms and positions in Å:
1 Ce 0.142 -0.580 -0.795
2 I 0.125 0.216 -3.732
3 Cl 0.189 -3.076 -1.353
4 S 0.134 -1.634 1.784
5 P 2.930 -0.075 -0.156
6 P -2.666 -0.060 -0.152
7 O 0.165 2.878 -5.598
8 N -1.331 -0.829 3.840
9 C 0.153 1.725 -5.841
10 C 3.626 -1.689 0.381
11 C -0.136 -0.674 3.168
12 C 3.653 0.114 -1.834
13 C -1.615 -0.153 4.995
14 C -3.387 0.206 -1.820
15 C -0.695 0.741 5.503
16 C -3.440 -1.651 0.348
17 C 0.812 0.204 3.689
18 C 0.148 0.840 -7.010
19 C -3.631 1.108 0.854
20 C 0.539 0.899 4.861
21 C 3.966 1.073 0.821
22 H -0.742 0.197 -6.942
23 H -4.461 -0.011 -1.773
24 H 3.150 -0.542 -2.557
25 H -3.390 2.129 0.538
26 H 4.722 -0.124 -1.774
27 H 1.748 0.305 3.148
28 H 3.771 2.099 0.482
29 H 3.189 -2.510 -0.202
30 H -2.565 -0.390 5.450
31 H 3.684 0.993 1.880
32 H -3.270 -1.834 1.417
33 H -2.985 -2.479 -0.213
34 H -4.519 -1.606 0.147
35 H 3.514 1.149 -2.170
36 H 0.151 1.394 -7.967
37 H -3.231 1.249 -2.124
38 H 1.032 0.189 -6.943
39 H -0.930 1.305 6.404
40 H -2.009 -1.499 3.468
41 H -3.350 0.996 1.908
42 H 1.286 1.561 5.286
43 H 3.377 -1.854 1.437
44 H 5.038 0.847 0.710
45 H -4.711 0.943 0.752
46 H 4.717 -1.661 0.253
47 H -2.897 -0.430 -2.569

Values from the calculation:
Relative energy (zero: lowest compared OMol25 entry of this formula, charge and spin), kcal/mol: 0.3
Energy, eV: -80380.14890
Kohn-Sham gap (alpha / beta), eV: 6.0313 / 6.0119
HOMO energy (alpha / beta), eV: -17.8 / -17.8
Total charge: +3
LUMO level (alpha / beta), eV: -11.75 / -11.77

Atomic partial charges in e from the Mulliken method, atoms 1 to 2:
1. Ce -0.040
2. I 0.297

=====

(2)
Entry from the OMol25 dataset: C13H26Cl14O2 as an isolated structure in a non-equilibrium geometry (wB97M-V/def2-TZVPD).

Atoms and positions in Å:
1 Cl -1.536 -1.773 -6.499
2 Cl 1.157 0.571 -1.811
3 Cl 0.432 4.008 2.290
4 Cl -4.709 -1.223 2.153
5 Cl -0.493 -0.521 0.825
6 Cl -2.204 0.289 -2.838
7 Cl 1.925 -1.876 6.104
8 Cl 4.304 0.002 -0.992
9 Cl 1.474 -2.109 3.342
10 Cl 2.670 4.247 -0.276
11 Cl 5.964 1.384 -4.672
12 Cl 1.281 0.422 4.713
13 Cl 3.861 -0.713 4.627
14 Cl -4.036 2.221 2.056
15 O -1.342 -3.961 1.376
16 O -2.344 -6.200 2.616
17 C -3.254 0.896 1.299
18 C -1.427 -0.777 -3.933
19 C -3.222 -5.170 2.150
20 C -2.526 -4.580 0.921
21 C -2.217 -0.790 -5.263
22 C 4.846 1.278 -3.245
23 C 5.527 0.856 -1.932
24 C 1.437 5.445 0.027
25 C 2.141 -1.031 4.621
26 C 1.103 0.199 0.730
27 C -4.267 -0.056 0.877
28 C 1.112 5.525 1.534
29 C 1.188 1.286 -0.227
30 H -2.728 0.477 2.156
31 H -3.573 -4.487 2.925
32 H -3.165 -1.326 -5.220
33 H -2.349 0.219 -5.655
34 H -3.752 -0.754 0.217
35 H 1.294 0.540 1.747
36 H 4.429 2.280 -3.144
37 H -2.256 -5.438 0.305
38 H -1.286 -1.777 -3.521
39 H 1.825 6.308 -0.514
40 H -4.165 -5.515 1.725
41 H 1.899 -0.524 0.557
42 H 2.018 5.837 2.054
43 H -1.632 -3.127 1.753
44 H 2.092 1.850 -0.001
45 H 6.313 0.151 -2.204
46 H -1.664 -5.708 3.083
47 H -5.130 0.288 0.308
48 H 0.316 1.936 -0.307
49 H 6.003 1.659 -1.369
50 H 0.413 6.316 1.806
51 H -2.673 1.302 0.471
52 H 4.060 0.586 -3.549
53 H -3.129 -3.850 0.382
54 H 0.498 5.139 -0.434
55 H -0.509 -0.229 -4.141

Values from the calculation:
Energy, eV: -193309.89571
Kohn-Sham gap, eV: 10.0583
HOMO energy, eV: -9.8
Total charge: 0
LUMO level, eV: 0.24

Atomic partial charges in e from the Mulliken method, atoms 1 to 2:
1. Cl -0.202
2. Cl -0.143

=====

(3)
Entry from the OMol25 dataset: C13H26Cl2NOP2Pt as an isolated structure in a non-equilibrium geometry (wB97M-V/def2-TZVPD).

Atoms and positions in Å:
1 Pt 0.240 0.248 0.642
2 Cl 2.112 0.297 2.071
3 Cl 0.884 -0.714 -2.890
4 P 0.124 2.428 -0.022
5 P 0.300 -2.247 0.142
6 O -1.801 -1.284 -1.038
7 N -1.303 0.049 2.076
8 C -1.003 -0.403 3.314
9 C -3.229 0.046 4.097
10 C -3.571 0.468 2.813
11 C -0.959 3.356 1.116
12 C -0.375 3.019 -1.658
13 C 1.772 3.141 0.203
14 C -1.388 0.099 -3.046
15 C 1.956 -2.792 0.619
16 C -0.862 -3.205 1.182
17 C 0.060 -3.141 -1.449
18 C -2.602 0.418 1.790
19 C -1.931 -0.437 4.357
20 C -1.125 -0.391 -1.618
21 H 2.676 -2.265 -0.007
22 H -1.893 -2.939 0.922
23 H -0.897 1.032 -3.348
24 H -2.013 3.131 0.896
25 H 2.128 -2.559 1.666
26 H -0.743 3.070 2.156
27 H -0.317 4.110 -1.685
28 H 2.481 2.533 -0.413
29 H 2.074 3.048 1.252
30 H -0.708 -4.273 0.981
31 H -2.445 0.232 -3.128
32 H -1.408 2.722 -1.896
33 H -3.978 0.096 4.883
34 H -1.096 -0.644 -3.806
35 H -4.574 0.866 2.529
36 H -0.679 -3.006 2.244
37 H -1.630 -0.808 5.331
38 H 2.038 -3.886 0.436
39 H -0.976 -3.036 -1.794
40 H 0.318 -4.194 -1.319
41 H 0.303 2.615 -2.432
42 H -2.768 0.669 0.742
43 H -0.794 4.431 0.993
44 H 1.795 4.171 -0.133
45 H 0.026 -0.736 3.423
46 H 0.716 -2.693 -2.208

Values from the calculation:
Energy, eV: -64275.66335
Kohn-Sham gap (alpha / beta), eV: 6.7022 / 5.4959
2S+1: 5
HOMO energy (alpha / beta), eV: -19.5 / -19.5
Total charge: +3
LUMO level (alpha / beta), eV: -12.78 / -13.98

Atomic partial charges in e from the Mulliken method, atoms 1 to 2:
1. Pt 1.446
2. Cl -0.245

=====

(4)
Entry from the OMol25 dataset: C13H26Cr2F6N3O12S2 as an isolated structure in a non-equilibrium geometry (wB97M-V/def2-TZVPD).

Atoms and positions in Å:
1 Cr -24.944 -2.006 21.228
2 Cr -26.163 -6.139 23.640
3 S -25.482 1.151 22.224
4 S -22.969 0.391 22.212
5 F -23.721 -0.947 24.435
6 F -25.626 3.658 21.141
7 F -24.131 2.491 20.001
8 F -21.568 -0.801 24.198
9 F -26.307 2.128 19.870
10 F -22.735 0.984 24.926
11 O -25.169 1.938 23.415
12 O -23.526 -1.161 28.824
13 O -23.618 -3.123 22.632
14 O -18.491 -7.540 22.754
15 O -27.072 -3.961 23.776
16 O -24.223 -5.014 23.451
17 O -26.354 -2.227 22.842
18 O -22.670 1.817 22.012
19 O -28.378 -2.322 23.302
20 O -19.645 -5.702 27.366
21 O -26.860 0.715 22.145
22 O -22.020 -0.449 21.461
23 N -27.300 -2.886 23.290
24 N -19.054 -8.272 25.546
25 N -24.578 -0.113 21.868
26 C -19.375 -4.619 28.158
27 C -19.521 -8.218 27.008
28 C -22.658 -3.438 28.832
29 C -25.367 2.449 20.652
30 C -19.875 -7.631 23.259
31 C -23.410 -4.106 23.363
32 C -22.091 -4.288 24.111
33 C -19.795 -7.245 24.757
34 C -18.489 -7.195 21.387
35 C -19.089 -6.915 27.839
36 C -23.906 -2.567 28.967
37 C -22.710 -0.066 24.120
38 C -24.899 -2.599 30.160
39 H -25.659 -1.863 29.897
40 H -22.127 -4.403 25.195
41 H -20.581 -6.986 22.738
42 H -19.314 -4.729 29.241
43 H -18.484 -4.092 27.816
44 H -20.593 -8.276 27.194
45 H -24.469 -2.284 31.111
46 H -18.105 -7.927 25.574
47 H -19.079 -6.294 21.220
48 H -19.484 -6.212 24.908
49 H -18.023 -6.862 28.061
50 H -20.843 -7.239 25.056
51 H -22.765 -0.916 29.357
52 H -20.107 -3.834 27.969
53 H -21.592 -3.321 24.051
54 H -19.029 -7.964 20.835
55 H -25.385 -3.567 30.275
56 H -21.936 -3.251 29.626
57 H -24.439 -2.650 28.019
58 H -17.482 -7.031 21.002
59 H -19.193 -9.126 27.514
60 H -20.487 -8.533 23.253
61 H -22.094 -3.186 27.934
62 H -21.350 -5.010 23.767
63 H -22.762 -4.523 28.836
64 H -19.493 -6.994 28.849

Values from the calculation:
Energy, eV: -137749.82243
Kohn-Sham gap (alpha / beta), eV: 6.4218 / 7.3781
2S+1: 10
HOMO energy (alpha / beta), eV: -8.7 / -9.3
Total charge: 0
LUMO level (alpha / beta), eV: -2.26 / -1.87

Atomic partial charges in e from the Mulliken method, atoms 1 to 2:
1. Cr 0.965
2. Cr 0.780